C47H48ClF5IMnN7O4S2 as an isolated structure. Source: the OMol25 dataset; level of theory: ωB97M-V with the def2-TZVPD basis set.

The geometry in XYZ format:
```
116
Properties=species:S:1:pos:R:3:forces:R:3:mulliken_charge:R:1
Mn -0.7984 0.8626 0.6782 -0.340 0.158 -0.410 0.745
C -2.3700 0.4056 -3.5122 -0.043 -0.043 0.020 -0.795
C -2.7218 -0.7480 -2.6277 0.053 0.015 0.020 0.772
N -3.0535 -1.8926 -3.1634 -0.071 -0.084 0.061 -0.700
C -3.3644 -2.9381 -2.3567 0.043 0.082 -0.049 -1.438
C -3.3269 -2.8838 -0.9919 0.002 0.025 0.010 1.091
C -3.7475 -4.0990 -0.2058 0.061 -0.004 0.044 -0.956
O -2.7764 -4.5709 0.7234 0.140 -0.015 -0.005 -0.503
C -2.9111 -1.6666 -0.3772 0.034 -0.042 -0.031 1.067
C -2.8299 -1.5989 1.0584 0.022 0.098 0.107 -1.100
N -2.2461 -0.6840 1.7674 0.007 -0.226 -0.291 0.642
C -2.4250 -0.7864 3.1618 0.104 0.077 0.058 -0.839
C -3.6701 -1.0830 3.7188 -0.019 0.017 0.038 -0.139
C -3.8362 -1.1756 5.0904 0.067 0.017 0.029 -0.770
C -2.7621 -0.9573 5.9428 -0.047 -0.010 -0.065 -0.610
C -1.5235 -0.6306 5.4114 0.006 0.006 0.010 -0.682
C -1.3668 -0.5419 4.0384 -0.035 0.035 -0.081 0.453
I 0.4891 0.0028 3.2538 0.115 -0.255 0.322 0.319
C -2.6292 -0.5549 -1.1980 -0.011 -0.202 0.015 -0.571
O -2.2814 0.5948 -0.7437 0.055 0.327 0.135 -0.329
H -2.5116 0.1198 -4.5517 0.018 -0.007 0.002 0.392
H -1.3317 0.7063 -3.3477 -0.022 0.043 0.005 0.091
H -2.9848 1.2729 -3.2707 0.031 0.042 0.005 0.151
H -3.6563 -3.8529 -2.8610 0.000 0.002 0.000 0.320
H -4.0214 -4.8873 -0.9133 0.002 -0.010 0.000 0.344
H -4.6361 -3.8887 0.3952 0.006 0.036 -0.021 0.420
H -1.9082 -4.6168 0.2978 -0.058 0.006 -0.025 0.291
H -3.2855 -2.4349 1.5871 -0.067 0.009 0.035 0.802
H -4.5199 -1.2080 3.0604 0.006 -0.003 -0.010 0.534
H -4.8138 -1.4033 5.4944 0.003 -0.002 0.003 0.407
H -2.8876 -1.0225 7.0150 -0.001 0.005 0.000 0.389
H -0.6816 -0.4396 6.0630 -0.004 -0.002 0.000 0.453
F 5.3805 4.7079 0.4638 0.008 0.015 0.004 -0.352
C 4.1637 4.2661 0.1373 0.039 -0.044 0.016 0.629
C 3.5628 3.2574 0.8670 0.047 0.009 -0.040 0.195
F 4.2048 2.7012 1.9008 0.002 0.014 0.038 -0.401
C 2.3085 2.8118 0.5057 -0.008 -0.017 0.087 -0.906
F 1.7769 1.8195 1.2606 0.108 0.072 -0.092 0.138
C 1.5853 3.3139 -0.5699 -0.073 -0.115 0.010 0.830
S 0.0071 2.7182 -1.0118 0.242 -0.270 -0.079 0.021
C 2.2319 4.3208 -1.2863 0.054 0.061 0.004 -0.232
F 1.6326 4.8746 -2.3470 -0.035 0.024 0.002 -0.430
C 3.4874 4.7953 -0.9465 -0.080 -0.006 -0.056 0.447
F 4.0535 5.7683 -1.6654 0.008 0.008 -0.002 -0.359
C 0.5240 7.2053 0.5907 -0.040 0.025 -0.024 -0.463
C -0.0754 6.8444 1.9469 0.003 0.003 0.019 -0.828
C -0.4232 5.3704 2.0836 -0.049 -0.029 -0.058 -0.425
N -1.4046 4.9978 1.0708 0.070 0.029 0.071 0.532
C -2.0197 3.8347 1.0253 -0.125 -0.001 -0.065 0.095
S -1.8512 2.6868 2.2686 -0.043 -0.007 -0.019 -0.319
N -2.8316 3.5228 -0.0397 -0.092 0.017 0.157 0.239
C -3.0125 4.1332 -1.2885 0.066 -0.038 -0.045 -0.290
O -3.4432 3.4727 -2.2003 -0.017 0.034 0.030 -0.590
C -2.7275 5.5896 -1.4623 -0.009 0.007 -0.026 0.306
C -1.8826 5.9735 -2.4983 0.024 -0.014 -0.019 -0.237
C -1.6412 7.3202 -2.7233 -0.018 0.014 0.008 -0.770
C -2.2609 8.2790 -1.9332 0.001 0.005 -0.009 -0.530
C -3.1172 7.8951 -0.9092 -0.003 0.009 0.003 -0.538
C -3.3456 6.5494 -0.6656 -0.042 0.008 -0.034 0.429
H 0.9160 8.2223 0.5966 -0.001 -0.001 0.001 0.440
H -0.2101 7.1603 -0.2181 0.012 -0.009 0.012 -0.035
H 1.3399 6.5295 0.3300 0.063 -0.027 0.015 -0.055
H -0.9695 7.4451 2.1378 0.004 0.004 -0.011 0.320
H 0.6352 7.0848 2.7399 0.009 -0.011 -0.005 0.412
H -0.8389 5.1479 3.0643 0.022 0.008 0.014 0.581
H 0.4666 4.7471 1.9493 0.033 -0.010 0.035 0.065
H -1.4232 5.5754 0.2439 -0.028 0.002 0.012 -0.328
H -3.0622 2.5325 -0.0809 -0.123 -0.048 -0.028 0.144
H -1.4140 5.2125 -3.1085 0.010 -0.015 0.023 0.445
H -0.9703 7.6208 -3.5169 0.002 -0.004 -0.002 0.412
H -2.0758 9.3297 -2.1151 -0.002 0.002 0.001 0.404
H -3.6074 8.6439 -0.3010 0.000 0.001 0.003 0.419
H -4.0038 6.2408 0.1379 -0.001 0.001 0.002 0.390
C 2.8474 -6.8182 -1.2683 0.013 -0.029 0.005 -1.877
C 1.5604 -6.5339 -0.4837 -0.021 0.000 0.002 2.067
C 1.5590 -7.4521 0.7464 -0.022 -0.004 0.020 -1.706
C 0.3740 -6.9458 -1.3733 0.021 -0.014 0.011 -1.812
C 1.4082 -5.0321 -0.0378 0.042 0.018 -0.013 0.802
O 0.1413 -4.8897 0.6279 -0.173 -0.017 0.043 0.213
C 2.4788 -4.5349 0.9572 0.013 0.015 -0.011 -1.033
C 3.9051 -4.2145 0.4780 0.019 0.004 -0.007 -1.215
C 4.0589 -2.8953 -0.2433 -0.027 0.013 0.043 0.224
C 4.5211 -2.8353 -1.5513 0.011 -0.009 -0.009 -0.149
C 4.6547 -1.6239 -2.2161 0.012 -0.003 0.002 -0.955
C 4.3259 -0.4568 -1.5552 0.022 0.023 0.034 0.403
Cl 4.4380 1.0655 -2.3855 -0.019 0.028 0.036 -0.202
C 3.8854 -0.4821 -0.2402 0.039 0.013 -0.008 -0.528
C 3.7552 -1.6994 0.4046 -0.020 0.002 -0.017 -0.428
C 1.2835 -4.1429 -1.2714 -0.065 -0.022 -0.013 -2.551
N 1.0005 -2.7352 -1.0159 -0.011 0.022 -0.035 1.839
C 0.4017 -2.0887 -0.0151 -0.030 -0.048 -0.010 -1.203
N 0.3314 -0.7998 -0.3019 0.166 0.048 0.067 1.496
C 0.9080 -0.7129 -1.5330 -0.138 0.028 -0.003 -1.655
N 1.3144 -1.8636 -2.0022 0.060 0.041 0.031 -1.238
H 2.7799 -7.8220 -1.6921 -0.002 0.000 -0.002 0.540
H 3.7333 -6.8012 -0.6355 -0.016 -0.012 -0.002 0.358
H 2.9979 -6.1299 -2.1011 -0.001 0.010 0.002 0.253
H 1.6141 -8.4891 0.4130 0.006 -0.002 -0.003 0.493
H 0.6427 -7.3677 1.3367 0.006 -0.008 -0.019 0.364
H 2.4137 -7.2790 1.4003 -0.002 -0.003 -0.006 0.389
H 0.3644 -8.0323 -1.4727 0.013 -0.002 -0.004 0.520
H 0.4539 -6.5376 -2.3812 -0.009 0.011 0.001 0.401
H -0.5809 -6.6418 -0.9468 -0.009 0.015 0.009 0.209
H 0.1382 -5.4151 1.4367 0.044 0.025 -0.031 0.267
H 2.5342 -5.2654 1.7673 0.022 0.000 -0.020 0.636
H 2.0751 -3.6316 1.4187 -0.012 0.014 0.003 0.363
H 4.3116 -5.0075 -0.1448 -0.014 0.025 0.000 0.311
H 4.5341 -4.1859 1.3720 0.002 -0.002 0.006 0.305
H 4.7780 -3.7526 -2.0706 0.001 0.001 0.001 0.401
H 4.9947 -1.5875 -3.2417 0.001 0.001 0.000 0.450
H 3.6498 0.4413 0.2706 -0.014 -0.018 -0.015 0.391
H 3.4094 -1.7136 1.4332 0.003 0.001 0.000 0.566
H 0.4913 -4.5149 -1.9186 -0.023 0.001 0.040 0.555
H 2.2112 -4.1475 -1.8376 -0.007 -0.001 -0.008 0.551
H 0.0234 -2.5695 0.8693 0.010 0.015 0.008 0.559
H 1.0016 0.2201 -2.0653 0.018 0.018 -0.012 0.566
```
Forces are in eV/Å.

As for the total charge: 0. Its spin multiplicity is 6. For the energy above the lowest of the compared OMol25 structures with the same formula, charge and spin, the calculation gives 0.00 kcal/mol. The value obtained for the gap between HOMO and LUMO (spin up / spin down) is 0.270 / 0.270 Eh. The total energy comes out at -5708.7910 a.u.



C47H48Cr2N9O4 as an isolated structure. Source: the OMol25 dataset; level of theory: ωB97M-V with the def2-TZVPD basis set.

The geometry in XYZ format:
```
110
Properties=species:S:1:pos:R:3:forces:R:3:mulliken_charge:R:1
Cr 16.9438 -6.2185 -8.6525 -2.184 0.644 0.140 0.206
Cr 13.5359 -4.4487 -10.5689 -0.566 1.715 -0.581 0.653
C 13.7757 -1.6006 -12.4273 0.133 -0.876 0.820 -0.875
O 14.2798 -2.7929 -11.8285 -0.757 -0.554 0.102 -0.659
H 13.2573 -1.6988 -13.3811 -0.184 -0.657 -0.382 0.252
H 13.0566 -1.0826 -11.7927 -0.251 0.157 0.398 0.170
H 14.5333 -0.8502 -12.6531 0.584 -0.084 0.223 0.276
C 14.3791 -6.1575 -8.7771 -0.968 1.047 -1.762 1.288
O 13.1955 -6.0576 -9.0770 -4.453 -0.649 0.159 -0.486
O 15.0583 -5.3651 -9.4939 5.851 2.111 -1.218 -0.052
O 14.9639 -6.8877 -7.9941 1.971 -2.538 2.907 -0.863
N 12.9171 -2.8443 -8.9189 -1.013 1.883 -0.205 0.820
C 13.4621 -2.8713 -7.6771 -0.590 0.131 -2.520 -0.261
C 13.0879 -1.9836 -6.7126 0.431 -0.156 1.593 -0.864
C 12.1048 -1.0786 -6.9400 -1.310 0.861 -0.985 -0.337
C 11.4995 -1.0055 -8.1971 0.657 -0.742 -0.985 -1.098
C 11.9647 -1.8438 -9.2356 1.152 -1.806 3.046 -0.376
H 14.2636 -3.5846 -7.5538 -0.210 -0.271 0.200 0.445
H 13.4952 -2.0361 -5.7137 0.288 -0.101 0.018 0.435
H 11.7466 -0.4066 -6.1742 0.097 -0.055 0.202 0.414
H 10.6639 -0.3413 -8.3612 0.094 0.166 -0.143 0.445
H 11.4874 -1.8872 -10.2035 0.326 0.038 -0.085 0.501
N 8.8202 -11.0148 -10.2462 0.980 -0.198 -0.955 -0.637
C 9.6993 -10.1285 -9.7223 -1.277 1.208 -2.249 -0.431
C 10.0813 -8.9780 -10.4765 0.043 -0.605 -0.868 1.194
C 9.5865 -8.7660 -11.7870 -0.325 -0.396 2.223 -0.667
C 8.7717 -9.7513 -12.2867 -0.977 -0.904 -0.921 -0.439
C 8.4673 -10.9040 -11.5722 1.126 0.885 2.619 -0.560
H 9.9806 -10.2010 -8.6821 -0.006 -0.321 0.062 0.493
H 10.7745 -8.2303 -10.1203 0.009 -0.028 0.566 -0.227
H 9.6447 -7.7921 -12.2503 0.458 -0.046 -0.266 0.481
H 8.2404 -9.6540 -13.2220 0.299 0.198 -0.364 0.404
H 7.9209 -11.7393 -11.9848 -0.275 0.148 0.003 0.397
N 16.7652 -4.5105 -7.1628 -0.172 0.505 2.410 0.247
C 16.6085 -4.7146 -5.7801 -0.410 0.976 -1.040 -0.382
C 16.3918 -3.6816 -4.8218 0.228 -1.768 -2.441 -0.462
C 16.3377 -2.4148 -5.3456 1.709 1.007 0.714 -0.472
C 16.6690 -2.1502 -6.6691 -0.919 -0.427 -1.193 -0.462
C 16.7534 -3.1939 -7.5814 0.657 -2.234 1.061 -0.378
H 16.5491 -5.7256 -5.4047 0.309 -0.293 -0.433 0.376
H 16.3197 -3.9291 -3.7730 -0.191 0.097 -0.056 0.472
H 16.3440 -1.6081 -4.6276 -0.504 0.376 -0.137 0.446
H 16.7342 -1.1595 -7.0942 -0.078 0.200 0.350 0.419
H 16.8757 -3.1440 -8.6533 -0.047 0.745 -0.050 0.396
N 13.3844 -12.2627 -8.9065 0.323 0.315 2.547 -0.607
C 13.9079 -12.3741 -7.5970 0.399 0.705 -2.172 -0.423
C 14.2129 -11.3002 -6.7267 -1.452 -0.133 -1.907 -0.796
C 13.7408 -10.0641 -7.2019 -0.177 0.217 -1.233 -0.389
C 13.1287 -9.9270 -8.4645 0.030 -1.152 0.359 0.940
C 12.9547 -11.0622 -9.3066 0.434 0.258 2.099 -0.566
H 14.1871 -13.3991 -7.4025 0.039 -0.013 0.395 0.399
H 14.6933 -11.3914 -5.7637 -0.081 -0.280 -0.022 0.440
H 13.8186 -9.1178 -6.6872 0.299 -0.107 0.523 0.541
H 12.7395 -8.9487 -8.7053 0.043 0.054 -0.337 -0.183
H 12.3531 -11.0485 -10.2035 0.299 0.221 -0.357 0.596
N 7.9515 -8.7998 -6.1045 2.378 1.712 -0.394 -0.616
C 7.9512 -8.0568 -7.2662 1.651 -1.469 1.281 -0.637
C 9.1486 -7.4829 -7.8352 -2.306 -1.784 0.509 -0.298
C 10.3706 -7.8198 -7.2435 -1.268 1.835 -2.246 0.308
C 10.3830 -8.5382 -6.1139 -0.122 0.010 1.987 -0.510
C 9.1726 -8.8918 -5.4939 -0.807 -0.874 -1.078 -0.407
H 6.9676 -8.2118 -7.6845 0.058 1.046 -0.872 0.439
H 9.0359 -7.0933 -8.8361 0.244 0.483 0.125 0.254
H 11.2883 -7.4470 -7.6741 0.193 -0.027 -0.163 0.596
H 11.3865 -8.6105 -5.7213 -0.227 -0.764 0.838 0.353
H 9.1487 -9.4333 -4.5598 0.169 0.032 0.176 0.409
N 16.9627 -7.9051 -9.9577 0.601 -0.129 -2.845 0.366
C 17.4164 -7.9831 -11.2973 -0.651 -1.218 1.875 -0.349
C 17.5105 -9.2260 -11.9795 -1.727 1.105 0.489 -0.673
C 16.9800 -10.3294 -11.3377 0.636 -0.290 0.888 -0.292
C 16.5473 -10.2133 -10.0184 0.668 -4.114 -2.062 -0.442
C 16.4935 -9.0627 -9.4239 0.472 4.244 2.305 -0.214
H 17.6419 -7.0605 -11.8114 0.225 0.143 0.270 0.447
H 17.6962 -9.3085 -13.0402 0.540 0.399 0.030 0.414
H 16.9726 -11.3346 -11.7325 0.108 0.114 -0.524 0.438
H 16.4214 -11.1134 -9.4351 -0.784 -0.081 -0.093 0.418
H 16.0976 -9.0048 -8.4208 0.048 0.251 0.145 0.373
N 10.2238 -2.9698 -15.7944 0.367 0.277 -2.021 -0.171
C 11.0398 -4.0746 -15.7747 -3.214 1.018 -0.281 0.261
C 11.1466 -4.9328 -16.8755 0.748 1.535 0.506 -0.642
C 10.7485 -4.3890 -18.0712 0.018 -0.507 -0.660 -0.249
C 10.0031 -3.2013 -18.1690 0.343 -0.580 -0.775 -0.419
C 9.6945 -2.5079 -17.0492 1.418 -2.134 3.686 -0.321
H 11.3306 -4.4042 -14.7882 0.354 0.185 0.123 0.045
H 11.6689 -5.8739 -16.7868 0.034 -0.026 -0.167 0.383
H 11.0634 -4.9505 -18.9383 -0.481 0.110 -0.450 0.375
H 9.6164 -2.8500 -19.1142 0.173 -0.113 -0.220 0.346
H 8.9773 -1.7004 -17.0439 0.253 0.195 0.293 0.388
N 13.7248 -6.0174 -12.1844 0.741 -1.756 -2.668 1.182
C 14.6964 -5.8366 -13.1441 0.380 -1.226 0.816 -0.721
C 15.0573 -6.7862 -14.1402 -1.889 0.898 -0.142 -1.148
C 14.2026 -7.8571 -14.3191 -0.196 -1.119 1.725 -0.610
C 13.2205 -8.1164 -13.3461 0.648 0.838 0.177 -0.539
C 13.0149 -7.1946 -12.3166 0.892 0.827 -0.076 -0.423
H 15.3823 -5.0150 -12.9998 -0.449 0.594 0.074 0.619
H 15.7891 -6.6014 -14.9127 0.408 0.307 0.370 0.517
H 14.3695 -8.7019 -14.9710 0.270 0.390 -0.668 0.525
H 12.7632 -9.0947 -13.3621 -0.529 0.192 0.135 0.535
H 12.3260 -7.4004 -11.5107 -0.162 0.066 0.019 0.283
N 11.3280 -4.3135 -10.9285 -2.861 -2.008 -0.054 1.481
C 10.9069 -3.8142 -12.1167 0.266 0.866 1.298 -0.976
C 9.5743 -3.4917 -12.4326 1.101 -0.400 0.926 -1.122
C 8.6324 -3.8297 -11.4829 -0.638 -0.377 -0.240 -0.590
C 8.9604 -4.5693 -10.3414 1.887 0.862 0.326 -0.815
C 10.3197 -4.8241 -10.0852 0.462 1.614 -1.872 -0.763
H 11.7311 -3.4484 -12.7110 0.057 0.008 -0.370 0.754
H 9.3776 -2.8604 -13.2865 -0.132 -0.331 -0.258 0.560
H 7.6057 -3.5531 -11.6723 -0.159 0.134 0.211 0.431
H 8.3153 -4.6411 -9.4782 -0.546 -0.617 -0.336 0.581
H 10.6032 -5.3488 -9.1848 0.446 0.182 0.056 0.671
```
Forces are in eV/Å.

As for the total charge: +1. Its spin multiplicity is 9. The value obtained for the gap between HOMO and LUMO (spin up / spin down) is 0.170 / 0.220 Eh. The total energy comes out at -4702.1896 a.u.